Entry 1:
Density functional theory data (the ωB97M-V functional and the def2-TZVPD basis) for a molecular structure, C10H26ClINO3P2Ti.

Results
HOMO energy (alpha / beta) (eV): -13.1795 / -13.7829
Total charge: +2
Multiplicity: 2
Gap between HOMO and LUMO (alpha / beta) (eV): 6.03 / 6.64
Energy relative to the best compared isomer or geometry (same formula, charge and spin) (eV): 0.756

Each line ends with the natural charge from an NBO analysis.
Atoms and positions in Å:
C -0.073 0.039 -5.382  -0.816
C -0.128 1.447 -5.138  0.984
H -0.042 -0.169 -6.461  0.348
H -0.939 -0.397 -4.868  0.346
H 0.797 -0.336 -4.836  0.345
O -0.198 2.590 -4.946  -0.209
I 0.024 2.357 -1.030  -0.260
Ti 0.008 0.026 -0.096  0.775
P 2.503 -0.512 -0.040  0.924
C 3.379 0.704 0.979  -0.943
C 3.056 -2.080 0.662  -0.939
H 4.138 -2.202 0.515  0.251
H 4.305 -0.584 -1.614  0.249
H 2.524 -2.907 0.176  0.268
H 2.776 -1.225 -2.295  0.258
H 3.257 0.428 2.038  0.223
H 2.832 -2.105 1.739  0.245
C 3.225 -0.432 -1.690  -0.944
H 4.442 0.663 0.714  0.253
H 3.012 0.534 -2.147  0.246
H 2.984 1.714 0.815  0.255
P -2.536 -0.244 -0.075  0.916
C -3.371 1.033 0.899  -0.938
C -3.293 -0.206 -1.725  -0.943
H -2.904 -2.627 0.140  0.262
H -4.376 -1.674 0.560  0.246
H -3.007 -1.792 1.724  0.246
C -3.278 -1.732 0.658  -0.932
H -2.828 -0.997 -2.329  0.252
H -4.374 -0.403 -1.619  0.250
H -4.450 0.918 0.747  0.251
H -3.032 2.023 0.599  0.254
H -3.123 0.767 -2.200  0.242
H -3.130 0.872 1.957  0.227
Cl -0.006 -1.710 -1.615  -0.473
N 0.424 1.706 4.131  -0.666
C 0.018 0.275 3.901  -0.329
C 0.006 0.146 2.408  0.735
O -0.179 -0.950 1.783  -0.657
O 0.235 1.206 1.752  -0.722
H 1.347 1.897 3.691  0.462
H 0.474 1.913 5.128  0.451
H -0.249 2.331 3.660  0.467
H 0.731 -0.397 4.393  0.270
H -0.979 0.094 4.335  0.270

Entry 2:
Density functional theory data (the ωB97M-V functional and the def2-TZVPD basis) for a molecular structure, C10H26KNO4.

Results
HOMO energy (eV): -5.7518
Multiplicity: 1
Gap between HOMO and LUMO (eV): 5.72
Energy relative to the best compared isomer or geometry (same formula, charge and spin) (eV): 0.550

Each line ends with the natural charge from an NBO analysis.
Atoms and positions in Å:
K 0.458 -0.036 0.077  0.929
C 1.027 -1.440 -4.295  -0.630
C 0.591 -1.597 -2.838  -0.013
O 1.630 -1.732 -1.971  -0.987
H 1.660 -2.276 -4.590  0.204
H 1.552 -0.489 -4.427  0.181
H 0.155 -1.409 -4.965  0.172
H -0.102 -2.474 -2.779  0.088
H -0.055 -0.696 -2.586  0.023
C -2.809 -1.512 -0.847  -0.256
O -2.207 -0.943 0.300  -0.566
C -2.705 -1.427 1.519  -0.066
C -2.055 -0.638 2.629  -0.237
N -0.616 -0.996 2.719  -0.638
C 0.043 -0.228 3.772  -0.242
C 1.562 -0.130 3.632  -0.069
O 1.840 0.778 2.597  -0.559
C 3.220 1.102 2.500  -0.249
H -2.388 -1.003 -1.714  0.207
H -3.887 -1.322 -0.856  0.167
H -2.555 -2.571 -0.937  0.185
H -2.473 -2.495 1.654  0.166
H -3.800 -1.350 1.536  0.177
H -2.520 -0.905 3.591  0.177
H -2.173 0.436 2.486  0.200
H -0.635 -1.978 2.977  0.358
H -0.200 -0.554 4.792  0.179
H -0.277 0.811 3.652  0.201
H 2.017 -1.121 3.501  0.176
H 1.902 0.244 4.610  0.169
H 3.817 0.209 2.298  0.180
H 3.555 1.547 3.442  0.170
H 3.319 1.818 1.689  0.199
C -0.339 2.532 -3.230  -0.639
C 0.976 2.725 -2.483  -0.069
O 0.785 2.550 -1.076  -0.762
H -1.139 3.016 -2.666  0.200
H -0.583 1.471 -3.306  0.222
H -0.316 2.948 -4.237  0.215
H 1.362 3.728 -2.685  0.160
H 1.719 2.015 -2.841  0.198
H 0.645 3.394 -0.643  0.477

Entry 3:
Density functional theory data (the ωB97M-V functional and the def2-TZVPD basis) for a molecular structure, C10H26N2O2PS2V.

Results
HOMO energy (alpha / beta) (eV): -11.2811 / -12.2112
Total charge: +1
Multiplicity: 4
Gap between HOMO and LUMO (alpha / beta) (eV): 8.46 / 9.37
Energy relative to the best compared isomer or geometry (same formula, charge and spin) (eV): 0.043

Each line ends with the natural charge from an NBO analysis.
Atoms and positions in Å:
V -0.057 -0.317 0.256  1.017
C 0.833 -2.593 5.760  -0.640
C 0.043 -2.706 4.479  -0.060
O -0.306 -1.403 3.926  -0.828
P 0.675 -0.523 3.068  1.771
S -0.377 0.998 2.299  -0.560
S 1.524 -1.595 1.585  -0.617
O 1.750 -0.038 4.116  -0.830
C 2.828 0.862 3.744  -0.064
C 3.742 0.999 4.934  -0.625
H 0.949 -3.588 6.190  0.230
H 0.309 -1.966 6.480  0.226
H 1.823 -2.175 5.586  0.222
H -0.922 -3.179 4.651  0.201
H 0.581 -3.267 3.712  0.193
H 2.382 1.817 3.461  0.196
H 3.346 0.439 2.881  0.191
H 3.198 1.389 5.793  0.225
H 4.549 1.691 4.693  0.229
H 4.180 0.037 5.198  0.219
C 1.992 -1.239 -1.956  -0.407
N 0.577 -0.867 -1.794  -0.517
C 0.285 0.308 -2.635  -0.426
C -0.282 -2.016 -2.152  -0.234
C -1.728 -1.773 -1.765  -0.241
N -1.839 -1.432 -0.329  -0.530
C -1.924 -2.654 0.494  -0.411
C -3.031 -0.596 -0.091  -0.414
H 2.214 -1.481 -3.000  0.204
H 2.217 -2.102 -1.332  0.225
H 2.626 -0.411 -1.643  0.219
H 0.408 0.078 -3.698  0.217
H 0.970 1.114 -2.374  0.225
H -0.736 0.658 -2.477  0.205
H 0.108 -2.889 -1.625  0.221
H -0.217 -2.226 -3.227  0.216
H -2.326 -2.660 -1.996  0.225
H -2.146 -0.953 -2.348  0.214
H -2.847 -3.200 0.274  0.205
H -1.910 -2.380 1.548  0.230
H -1.068 -3.298 0.296  0.221
H -3.940 -1.098 -0.436  0.212
H -2.933 0.351 -0.625  0.209
H -3.119 -0.387 0.974  0.235

Entry 4:
Density functional theory data (the ωB97M-V functional and the def2-TZVPD basis) for 6 unconnected molecules or ions with the total composition C10H26N6O10.

Results
HOMO energy (eV): -9.5235
Multiplicity: 1
SMILES: C[N+](=O)[O-].C[N+](=O)[O-].C[N+](=O)[O-].C[N+](=O)[O-].CNC(C)=O.CNC(C)=O
Gap between HOMO and LUMO (eV): 9.04

Each line ends with the natural charge from an NBO analysis.
Atoms and positions in Å:
C 2.886 -2.265 -1.813  -0.485
N 1.794 -3.221 -2.151  0.530
O 0.639 -2.914 -1.979  -0.385
O 2.106 -4.343 -2.536  -0.371
H 3.632 -2.096 -2.590  0.247
H 3.339 -2.723 -0.934  0.244
H 2.426 -1.318 -1.530  0.223
C 3.455 -1.121 3.923  -0.497
N 2.504 -2.136 4.416  0.524
O 2.922 -3.295 4.454  -0.370
O 1.400 -1.810 4.843  -0.387
H 3.169 -0.786 2.926  0.254
H 4.473 -1.511 3.921  0.239
H 3.341 -0.240 4.555  0.236
C -3.038 -2.688 -2.595  -0.484
N -3.311 -1.237 -2.833  0.527
O -2.402 -0.443 -2.656  -0.400
O -4.470 -0.865 -3.052  -0.369
H -3.792 -3.152 -3.231  0.232
H -3.213 -2.734 -1.520  0.251
H -2.091 -3.038 -3.005  0.246
C 0.064 0.410 -0.459  -0.507
N 1.305 0.457 0.337  0.527
O 1.271 -0.217 1.330  -0.369
O 2.222 1.258 -0.028  -0.397
H 0.016 1.234 -1.172  0.232
H -0.816 0.560 0.167  0.258
H 0.027 -0.519 -1.027  0.253
C -1.475 1.690 3.293  -0.430
N -1.178 0.286 3.047  -0.622
C -2.016 -0.595 2.419  0.667
C -1.601 -2.041 2.273  -0.714
O -3.140 -0.324 2.003  -0.647
H -1.535 1.918 4.357  0.199
H -2.478 2.006 3.009  0.240
H -0.735 2.351 2.840  0.203
H -0.309 -0.126 3.356  0.407
H -1.019 -2.334 3.147  0.224
H -1.009 -2.308 1.398  0.228
H -2.549 -2.570 2.177  0.244
C -1.944 3.282 -2.549  -0.437
N -0.511 3.437 -2.736  -0.585
C 0.321 3.925 -1.904  0.660
C 1.764 3.818 -2.438  -0.718
O 0.010 4.483 -0.835  -0.656
H -2.564 3.767 -3.303  0.208
H -2.286 3.737 -1.619  0.242
H -2.080 2.203 -2.480  0.215
H -0.046 2.934 -3.478  0.390
H 1.984 4.491 -3.267  0.229
H 1.976 2.801 -2.769  0.207
H 2.562 3.924 -1.703  0.243

What did we get for DFT total energy? Answer: -80729.6864; -36794.8649; -74512.1661; -40195.8638 eV, in the order shown.